1.
C17H25ClN2Zr | the ωB97M-V functional and the def2-TZVPD basis

Summary:
E = -34803.1431 eV
E_HOMO = -14.12 eV

ORCA input file:
```
! RIJCOSX wB97M-V def2-TZVPD def2/J DEFGRID3
* xyz 2 1
C 0.237 0.790 -5.350
C 1.617 1.289 -5.167
C -0.020 -0.663 -5.325
C -0.890 1.735 -5.244
Cl 0.589 1.732 -1.226
H -0.075 -1.112 -6.336
H -0.978 -0.842 -4.778
H 0.799 -1.153 -4.742
H 2.137 1.564 -6.092
H 2.224 0.502 -4.680
H 1.623 2.188 -4.523
H -1.225 2.148 -6.203
H -0.617 2.595 -4.606
H -1.758 1.217 -4.795
C 1.839 -1.503 1.665
C 0.890 -2.209 0.866
C 1.017 -1.726 -0.491
H 0.235 -2.993 1.265
C 2.059 -0.722 -0.503
C 2.492 -0.537 0.851
H 3.340 0.074 1.169
H 2.075 -1.695 2.710
H 0.551 -2.156 -1.382
H 2.499 -0.211 -1.354
C -2.422 1.005 0.905
C -2.428 -0.196 1.660
C -2.096 -1.270 0.789
H -2.724 -0.268 2.710
C -1.926 -0.735 -0.547
C -2.201 0.687 -0.472
H -2.241 1.411 -1.273
H -2.728 1.984 1.284
H -2.060 -2.322 1.089
H -1.830 -1.313 -1.464
Zr 0.062 0.247 0.447
C 0.184 1.449 5.867
N 0.422 0.207 5.084
C 0.129 -1.088 5.741
C 0.420 0.339 3.809
N 0.315 0.498 2.648
H 0.101 1.144 6.885
H -0.761 1.944 5.610
H 1.013 2.168 5.739
H -0.854 -1.531 5.382
H 0.939 -1.806 5.569
H 0.028 -0.867 6.809
*
```



2.
C5H5NO2 | the ωB97M-V functional and the def2-TZVPD basis

Summary:
SMILES = O=Cc1cccn1O
E = -10846.1303 eV
energy relative to the best compared isomer or geometry (same formula, charge and spin) = 500.2 kJ/mol
E_HOMO = -8.72 eV

ORCA input file:
```
! RIJCOSX wB97M-V def2-TZVPD def2/J DEFGRID3
* xyz 0 1
C 1.638 0.867 0.220
C 2.123 -0.585 0.276
C 1.074 -1.443 -0.250
C -0.092 -0.577 -0.368
C -1.525 -1.001 0.064
H -1.526 1.591 -0.021
H 2.184 1.777 0.629
H 3.271 -0.643 0.377
H 0.872 -2.576 -0.094
H -1.694 -2.037 0.161
N 0.252 0.725 -0.271
O -0.470 1.844 -0.147
O -2.552 -0.189 0.296
*
```



3.
C3H11N2O3 | the ωB97M-V functional and the def2-TZVPD basis

Summary:
E = -12404.9191 eV
energy relative to the best compared isomer or geometry (same formula, charge and spin) = 214.1 kJ/mol
E_HOMO = -14.00 eV

ORCA input file:
```
! RIJCOSX wB97M-V def2-TZVPD def2/J DEFGRID3
* xyz 1 1
C 0.090 -0.942 0.001
C -1.010 -1.763 -0.183
N -1.272 -2.361 1.088
C -0.509 -1.709 2.053
N 0.406 -0.956 1.365
H 0.831 -0.548 -0.746
H -1.652 -1.799 -1.182
H -1.970 -3.005 1.414
H -0.477 -2.060 3.133
H 1.156 -0.310 1.896
H 2.862 1.751 2.614
H 2.750 1.440 4.038
O 2.527 1.047 3.103
H -0.099 3.616 -2.610
H -1.622 3.848 -2.907
O -0.853 3.358 -3.196
H 0.046 -0.374 -3.633
H -0.684 0.831 -3.217
O -0.520 -0.066 -3.029
*
```



4.
C19H26N4O3S | the ωB97M-V functional and the def2-TZVPD basis

Summary:
SMILES = CNC(=O)[C@@H](CCSC)NC(=O)[C@@H](Cc1c[nH]c2ccccc12)NC(C)=O
E = -43063.0159 eV
energy relative to the best compared isomer or geometry (same formula, charge and spin) = 261.3 kJ/mol
E_HOMO = -8.12 eV

ORCA input file:
```
! RIJCOSX wB97M-V def2-TZVPD def2/J DEFGRID3
* xyz 0 1
O 0.725 -0.588 -4.399
O -2.101 -1.210 -0.496
O -0.869 -0.740 3.558
S -2.842 3.471 1.053
C -0.293 -1.228 -4.028
C -1.014 -0.605 -0.455
C -1.655 -0.664 2.598
C 2.036 -1.604 1.225
C 2.127 -1.231 -0.035
C 3.758 2.046 -1.062
C 4.260 2.355 0.220
C 3.127 0.845 -1.219
C 4.045 1.447 1.298
C 2.958 -0.109 -0.191
C 3.329 0.250 1.116
N 2.944 -0.807 1.932
N -2.433 -1.727 2.166
N -0.715 -1.334 -2.764
N -0.641 0.225 0.538
C -2.750 2.811 -0.658
C -1.007 -2.014 -5.081
C -2.749 -2.984 2.906
C -1.107 3.049 1.654
C 1.104 -1.771 -1.046
C -1.025 1.743 2.491
C -0.051 -0.861 -1.559
C -1.514 0.538 1.678
H 1.365 -2.337 1.642
H 3.802 2.698 -1.837
H 4.902 3.277 0.313
H 2.758 0.546 -2.121
H 4.220 1.769 2.348
H 3.122 -0.891 2.860
H -2.997 -1.558 1.342
H -1.551 -1.889 -2.627
H 0.146 0.801 0.389
H -2.064 3.494 -1.160
H -3.736 2.994 -1.180
H -2.449 1.732 -0.751
H -1.429 -2.967 -4.765
H -0.443 -2.183 -5.975
H -1.837 -1.464 -5.452
H -2.120 -3.760 2.511
H -3.809 -3.159 2.808
H -2.719 -2.809 3.920
H -0.459 3.027 0.769
H -0.784 3.960 2.283
H 0.612 -2.588 -0.659
H 1.686 -2.268 -1.862
H -1.767 1.796 3.252
H -0.103 1.630 2.983
H 0.490 0.130 -1.784
H -2.481 0.713 1.312
*
```



5.
C4H8N2 | the ωB97M-V functional and the def2-TZVPD basis

Summary:
E = -7252.6278 eV
energy relative to the best compared isomer or geometry (same formula, charge and spin) = 506.3 kJ/mol
E_HOMO = -9.22 eV

ORCA input file:
```
! RIJCOSX wB97M-V def2-TZVPD def2/J DEFGRID3
* xyz 0 1
C -0.017 -0.829 1.272
C 0.575 -0.634 -0.047
C 0.136 0.698 -0.630
N -1.107 0.703 -1.188
C 0.709 1.830 -0.161
N 0.853 -1.542 -0.901
H -1.073 0.189 -2.069
H -1.760 -0.063 -0.158
H 1.018 -2.447 -0.459
H -0.083 -1.842 1.652
H 0.229 -0.064 2.001
H -1.435 -0.580 0.714
H 0.487 2.776 -0.634
H 1.467 1.804 0.607
*
```



6.
C16H22BrN3OS | the ωB97M-V functional and the def2-TZVPD basis

Summary:
SMILES = Cc1cc(Br)ccc1NC(=O)CN1C(=S)NC(C)(C)C[C@@H]1C
E = -104346.4759 eV
energy relative to the best compared isomer or geometry (same formula, charge and spin) = 4.0 kJ/mol
E_HOMO = -8.41 eV

ORCA input file:
```
! RIJCOSX wB97M-V def2-TZVPD def2/J DEFGRID3
* xyz 0 1
C 3.678 2.482 -1.016
C 3.823 1.000 -1.131
C 4.818 0.463 -1.938
C 5.010 -0.903 -2.009
C 4.235 -1.777 -1.266
C 3.236 -1.255 -0.471
C 3.005 0.118 -0.416
N 1.970 0.567 0.422
C 0.969 1.405 0.080
O 0.837 1.939 -1.003
C -0.052 1.599 1.217
N -1.117 0.622 1.114
C -0.973 -0.578 1.704
N -1.972 -1.476 1.634
H -1.786 -2.343 2.118
C -3.096 -1.467 0.713
C -2.885 -0.300 -0.255
H -3.820 -0.082 -0.770
C -2.392 0.949 0.478
C -2.295 2.122 -0.491
H -1.432 2.018 -1.143
H -2.225 3.072 0.033
H -3.193 2.151 -1.103
H -3.110 1.205 1.273
H -2.137 -0.573 -1.002
C -3.107 -2.794 -0.052
H -3.898 -2.790 -0.798
H -3.281 -3.624 0.629
H -2.156 -2.952 -0.555
C -4.399 -1.322 1.506
H -4.421 -0.384 2.055
H -4.491 -2.135 2.222
H -5.253 -1.354 0.835
S 0.384 -1.019 2.581
H 0.440 1.479 2.187
H -0.471 2.600 1.147
H 1.792 -0.010 1.251
H 2.619 -1.915 0.121
H 4.408 -2.841 -1.311
Br 6.388 -1.595 -3.129
H 5.456 1.124 -2.506
H 2.783 2.813 -1.544
H 4.544 2.987 -1.437
H 3.566 2.771 0.028
*
```



7.
C9H21IN | the ωB97M-V functional and the def2-TZVPD basis

Summary:
E = -19255.2048 eV
energy relative to the best compared isomer or geometry (same formula, charge and spin) = 112.8 kJ/mol
E_HOMO = -13.46 eV

ORCA input file:
```
! RIJCOSX wB97M-V def2-TZVPD def2/J DEFGRID3
* xyz 1 1
C -2.137 1.413 1.213
C 0.804 0.093 -2.247
C -0.181 -1.792 -1.157
C -1.465 0.324 -1.867
C 2.201 -1.076 0.788
C 1.161 0.332 2.596
C -1.402 0.125 0.855
C -0.227 -0.305 -1.311
C 1.541 0.181 1.157
N -0.141 0.368 0.095
I 2.505 1.989 0.340
H -2.841 1.688 0.524
H -2.774 1.309 2.182
H -1.458 2.244 1.404
H 0.875 1.163 -2.370
H 1.805 -0.194 -2.128
H 0.525 -0.189 -3.308
H 0.766 -2.117 -1.561
H -0.972 -2.158 -1.821
H -0.481 -2.222 -0.119
H -2.405 -0.240 -1.642
H -1.570 1.354 -1.603
H -1.554 0.516 -2.969
H 2.808 -1.079 -0.098
H 3.141 -0.971 1.345
H 1.701 -1.945 0.942
H 0.387 1.045 2.687
H 0.673 -0.587 2.996
H 1.980 0.527 3.314
H -1.909 -0.671 0.166
H -1.262 -0.503 1.696
H -0.097 1.379 -0.099
*
```



8.
C26H16Cl7NiO2P | the ωB97M-V functional and the def2-TZVPD basis

Summary:
E = -169305.5377 eV
energy relative to the best compared isomer or geometry (same formula, charge and spin) = 73.4 kJ/mol
E_HOMO = -7.48 eV

ORCA input file:
```
! RIJCOSX wB97M-V def2-TZVPD def2/J DEFGRID3
* xyz 0 1
Ni 0.096 0.882 0.271
O -0.949 -0.316 1.729
C -1.180 -0.304 0.547
C -2.321 -0.718 -0.342
C -3.177 -1.772 -0.121
C -4.141 -2.054 -1.088
C -4.213 -1.277 -2.237
C -3.339 -0.211 -2.439
C -2.372 0.052 -1.481
P -1.201 1.481 -1.364
C -2.387 2.790 -0.860
C -3.268 3.389 -1.763
C -4.210 4.308 -1.326
C -4.295 4.628 0.024
C -3.437 4.027 0.931
C -2.486 3.113 0.490
C -0.720 1.914 -3.054
C -0.533 3.239 -3.448
C -0.075 3.526 -4.727
C 0.215 2.495 -5.612
C 0.060 1.174 -5.215
C -0.401 0.884 -3.940
H -3.088 -2.367 0.780
H -4.824 -2.881 -0.948
H -4.962 -1.502 -2.986
H -3.402 0.394 -3.336
H -3.224 3.136 -2.816
H -4.882 4.770 -2.038
H -5.034 5.343 0.366
H -3.502 4.266 1.984
H -1.817 2.649 1.202
H -0.747 4.049 -2.762
H 0.053 4.557 -5.032
H 0.569 2.722 -6.610
H 0.304 0.368 -5.896
H -0.511 -0.149 -3.631
Cl 4.233 -3.900 3.951
C 3.577 -2.763 2.818
C 2.550 -3.132 1.958
Cl 1.948 -4.753 1.985
C 2.010 -2.210 1.070
Cl 0.766 -2.693 -0.051
C 2.447 -0.872 1.008
O 1.911 -0.016 0.203
C 3.522 -0.547 1.857
Cl 4.149 1.070 1.745
C 4.070 -1.462 2.745
Cl 5.374 -0.980 3.770
Cl 3.494 4.157 -0.607
C 2.301 2.866 -0.659
Cl 1.186 2.954 0.746
H 2.784 1.898 -0.576
H 1.708 2.969 -1.558
*
```



no.,lowest unoccupied orbital energy (eV)
1,-8.22
2,-0.43
3,-3.32
4,0.63
5,-0.72
6,0.51
7,-3.57
8,-0.48